Density functional theory data (wB97M-V/def2-TZVPD) for a cluster of 2 separate species, C21H33F3N4S in total in a non-equilibrium geometry.

Structure (ORCA input):
```
! wB97M-V def2-TZVPD RIJCOSX def2/J DEFGRID3
* xyz 0 1
S 4.5813 -2.9228 -4.2897
F 4.8422 -2.6280 -6.8485
F 4.0128 -0.8608 -5.8066
F 2.7423 -2.6158 -6.1759
N -2.2243 1.0806 1.5805
N 3.5916 -2.0751 -3.2208
N -0.8924 1.3701 1.5265
N -0.3010 0.1994 1.4205
C -1.1840 -0.8712 1.4286
C 5.4755 1.0178 -2.5988
C 3.8890 -0.7840 -2.8371
C -4.5108 -0.3632 3.0191
C -4.7244 -0.2795 0.5264
C 1.1535 0.1381 1.5148
C 4.4541 1.8417 -2.1065
C 2.2741 -2.6673 -3.0574
C -3.0687 2.2962 1.7543
C -0.6790 -2.1549 1.3009
C 3.1351 1.3730 -2.0523
C -2.6577 2.9404 3.0612
C 5.1993 -0.2948 -2.9728
C -3.8543 -2.3289 1.6449
C 1.6411 1.4935 1.0634
C -2.7903 3.2117 0.5778
C 2.8527 0.0452 -2.3436
C -2.4577 -0.2532 1.5428
C 1.5933 -0.2382 2.9179
C 4.0061 -2.2285 -5.8575
C -3.8827 -0.8061 1.6912
H -3.9436 -0.7745 3.8616
H 2.6877 -0.2343 2.9749
H 2.7336 1.5198 1.0579
H -3.2677 4.1851 0.7441
H -1.7057 3.3401 0.4750
H -4.7584 0.8180 0.5108
H -5.7492 -0.6532 0.6167
H 1.2060 0.4870 3.6465
H -4.8710 -2.7289 1.7054
H 1.2477 2.2879 1.7082
H -3.2750 -2.7273 2.4850
H -3.1177 3.9307 3.1569
H -5.5377 -0.7412 3.0746
H 2.3762 -3.7524 -3.1570
H 1.2979 1.6865 0.0406
H -1.3687 -2.9816 1.2921
H 1.9320 -2.4243 -2.0458
H 6.4918 1.4028 -2.6945
H -3.4058 -2.6683 0.7063
H -4.5495 0.7296 3.1178
H -3.1883 2.7917 -0.3521
H 1.5581 -2.2750 -3.7978
H 1.2347 -1.2384 3.1772
H 1.8495 -0.3734 -2.2127
H -2.9718 2.3295 3.9146
H 1.4590 -0.6433 0.8188
H 0.3967 -2.2793 1.2291
H -1.5649 3.0346 3.0731
H 4.6803 2.8606 -1.7886
H -4.2963 -0.6293 -0.4195
H 2.3160 2.0407 -1.7874
H -4.1175 1.9979 1.7735
H 6.0045 -0.9531 -3.3086
*
```

Summary:
* HOMO-LUMO gap: 6.40 eV
* HOMO level: -5.7 eV
* energy relative to the best compared isomer or geometry (same formula, charge and spin): 1.9 kcal/mol


Density functional theory data (wB97M-V/def2-TZVPD) for a cluster of 8 separate species, C39H44ClN5O6 in total in a non-equilibrium geometry.

Structure (ORCA input):
```
! wB97M-V def2-TZVPD RIJCOSX def2/J DEFGRID3
* xyz 0 1
Cl 1.3761 3.6469 -3.8397
O -5.7989 4.2585 -5.6521
O -6.0518 1.4335 -0.2570
O 3.9357 3.4391 -1.4194
O -1.4166 3.3456 -2.4500
O -2.6328 -2.1697 2.3608
O 2.6857 2.4322 4.0206
N -1.0506 -0.3932 5.7270
N 2.0629 -4.6415 0.1402
N 4.3761 -0.7307 -3.9472
N 2.2286 -0.4652 0.4427
N 0.4184 0.1770 -0.7445
C 2.2244 3.2131 0.2009
C -4.6665 4.0606 -4.8699
C -5.2793 0.6614 0.4968
C -3.9090 -0.1705 2.4864
C 1.4882 0.6359 -1.3306
C 3.6130 3.1050 -0.1528
C 2.6412 -0.8287 -5.6845
C -4.8614 0.8869 1.8540
C 4.4308 2.7649 0.8934
C -3.4680 -1.3403 1.7505
C 2.6997 0.1853 -0.6610
C 0.2812 -0.4187 5.8892
C -3.7184 3.0869 -2.9194
C -3.3547 4.3565 -5.3826
C -4.7490 -0.5294 -0.1149
C -1.7353 -1.3648 6.3974
C 0.3051 -2.2816 7.3514
C -1.1392 -2.2749 7.2161
C -0.8863 0.4886 -1.1819
C -0.0747 -5.4299 1.2120
C -2.5099 3.4061 -3.3089
C 2.3722 -1.3867 2.8158
C 3.0789 -1.1712 1.4882
C 2.7870 2.5003 2.6460
C 4.1289 2.3503 2.1516
C 3.4055 -0.1275 -4.6515
C 4.3881 -2.0485 -4.0337
C -4.8435 3.3717 -3.7123
C 2.7521 -2.2571 -5.7473
C -0.8625 -4.8717 0.2173
C 3.7019 -2.8726 -4.9155
C -3.8152 -1.4616 0.4680
C -2.2921 4.1096 -4.5191
C 1.2527 -3.9757 -0.7096
C 0.9468 -1.2808 6.8049
C 1.3298 -5.2065 1.1844
C 0.8153 -0.4381 0.3462
C 1.8107 2.9208 1.6807
C -0.1184 -4.0825 -0.8056
H 3.7055 -3.9732 -4.8387
H -0.7267 -6.0557 1.8443
H -3.4769 -1.9769 -0.1935
H -2.4899 -2.2573 3.2842
H -2.6985 -1.3912 6.3454
H 2.0944 -1.2388 7.2116
H -5.1760 1.7575 2.2378
H 0.7988 -3.0503 7.9859
H 2.8640 -1.8844 3.6645
H 1.4539 -2.0835 2.5422
H 3.7679 0.2017 -0.9924
H 1.7345 2.4418 4.4184
H -2.0922 -5.1325 0.0971
H 3.1128 -2.2151 0.9095
H -4.7311 -0.4645 -1.1190
H 4.0411 -0.7042 1.6011
H 1.8760 -5.5850 2.0650
H 5.0500 2.2086 2.7866
H 1.6807 1.1817 -2.4219
H -1.8650 -3.2240 7.6845
H 0.6701 3.0926 1.7142
H -3.7912 2.6599 -2.0089
H -0.7917 0.7615 -2.1321
H 5.5705 2.8105 0.8580
H -1.6531 1.0335 -0.5220
H 2.0332 -2.8224 -6.4862
H -0.6951 3.4504 -2.9129
H -3.2946 4.8553 -6.4093
H -6.3603 2.2798 -0.0294
H -5.7850 3.0678 -3.4001
H -0.7144 -3.8147 -1.5514
H -1.6615 -0.2167 -1.2029
H 2.2397 -0.3399 3.1066
H 3.2580 0.9021 -4.6260
H 1.6663 -3.4475 -1.5412
H -5.5968 4.1967 -6.5861
H 5.1045 -2.5893 -3.3154
H -3.6262 0.1517 3.5322
H 0.8048 0.3190 5.3679
H 0.2837 -1.0550 1.0398
H 3.1315 3.5591 -1.9695
H 1.4863 3.4945 -0.5677
H 1.8451 -0.1235 -5.9046
H -1.3498 4.6027 -4.7969
*
```

Summary:
* HOMO-LUMO gap: 7.47 eV
* HOMO level: -7.7 eV
* energy relative to the best compared isomer or geometry (same formula, charge and spin): 41.3 kcal/mol


Density functional theory data (wB97M-V/def2-TZVPD) for a structure of composition C41H50I2MoN11O4S in a non-equilibrium geometry.

Structure (ORCA input):
```
! wB97M-V def2-TZVPD RIJCOSX def2/J DEFGRID3
* xyz 1 3
I -10.1215 1.8155 -0.2863
I 1.0963 -1.3490 6.2466
Mo 2.3882 -1.4294 -0.4945
S 2.8371 -1.3748 -2.7207
O -6.3663 -4.0050 -0.3295
O -4.6845 -2.6027 0.3191
O 3.0916 -1.2365 1.3942
O 3.9676 3.6506 2.9492
N -1.5860 3.6788 -1.7355
N 6.4621 0.0839 1.7827
N 1.8202 1.0449 -3.1040
N 0.4285 -2.9991 1.6295
N 0.6432 4.3043 -2.3678
N 2.0071 -3.3756 0.0101
N 1.8906 1.2593 4.2734
N -1.1102 4.2557 -4.0558
N -0.9692 6.0247 -2.2673
N 3.0680 0.5118 -1.1788
N 1.5851 -5.0259 1.5981
C -6.4413 -0.4043 -0.2275
C -0.7575 -0.9738 -4.7188
C 2.1624 -5.7924 -0.6160
C 1.0186 0.9930 -5.4703
C -8.2168 -1.8359 0.3307
C 4.8469 1.3658 3.0244
C 1.2648 -3.8345 0.9613
C 0.2477 0.4108 -6.4212
C -2.1704 0.9541 4.4597
C -1.8554 3.4431 -3.0640
C -0.2146 2.1757 4.0572
C 0.5762 1.1699 4.6048
C -0.0563 -4.3810 3.3527
C -1.3978 0.0513 5.1946
C 3.7389 0.4550 2.7710
C 4.4890 2.6338 3.8291
C 0.8885 0.5663 -4.1210
C 5.6713 -1.6318 0.3238
C 2.5540 0.2679 -2.3107
C -1.2718 5.7406 -3.6553
C -5.9709 -2.9109 0.0102
C -1.5897 2.1497 3.9594
C -7.2955 0.7064 -0.3063
C 5.4292 -0.5373 1.3041
C 0.6170 -5.5745 2.5841
C -0.6525 -3.3397 2.4985
C -6.8569 -1.6832 0.0960
C 2.7690 -4.3538 -0.7304
C -8.6913 0.4156 -0.2299
C 2.3749 0.6166 3.3386
C -0.7266 -0.4978 -5.9760
C 0.0007 -0.4072 -3.6912
C -0.0466 0.0786 5.1551
C 6.1586 1.0235 2.7197
C 2.2074 -6.0697 0.8136
C -9.1574 -0.8952 0.0402
C -0.1536 3.4117 -1.5851
C 0.3769 4.0373 -3.8282
C -1.7233 5.0970 -1.4052
C 4.0571 -0.5010 1.8995
C 0.4240 5.7005 -2.0820
H -8.5882 -2.8007 0.6460
H -0.1720 -0.6529 -2.6255
H 0.9621 6.4560 -2.6264
H 0.7587 5.8927 -1.1015
H -1.8920 -0.6334 5.8775
H -2.0762 2.8864 3.3544
H 0.3326 3.0358 3.6582
H 0.8823 4.8413 -4.4085
H -0.5647 6.1881 -4.3367
H 1.8099 1.7180 -5.5822
H -4.2443 -3.5050 0.3669
H 0.1085 3.3675 -0.4969
H 3.6700 2.4514 4.5372
H -2.8513 3.6791 -3.2720
H -2.3639 6.2189 -3.7611
H 1.6591 2.0613 -2.8098
H -2.8091 5.2558 -1.4433
H 3.1940 1.4122 -0.7481
H 0.3489 0.6437 -7.4353
H -0.9775 -2.4132 3.0583
H -0.7002 -4.7231 4.1834
H 4.7725 -2.2491 0.0936
H 0.0411 2.3472 -1.9740
H 0.8197 -0.7494 -0.4450
H -10.2586 -1.0489 0.2726
H -1.4742 -1.6960 -4.4120
H -3.2283 0.5981 4.4451
H -1.5714 5.1802 -0.2528
H 0.3087 -2.1129 1.1735
H 0.6183 3.0097 -4.2651
H 2.6764 -4.1267 -1.7682
H 5.4275 2.9048 4.3123
H -1.3507 -0.9461 -6.7629
H -0.2363 -6.1218 2.1923
H -1.6745 2.3516 -3.3019
H 0.7671 -3.8792 3.9998
H 1.7653 -7.0321 1.2363
H 1.0355 -6.2153 3.3581
H 5.8105 -1.2458 -0.6843
H 1.2204 -5.6927 -1.1415
H 3.8112 -4.5711 -0.4420
H -5.3886 -0.2056 -0.3164
H -1.5713 -3.8580 2.0481
H 6.4751 -2.3762 0.6841
H 1.4855 0.1600 2.8621
H 4.0763 4.5821 3.2621
H 2.6744 -6.5489 -1.2787
H -6.9013 1.6377 -0.7839
H 3.3053 -6.0466 1.0579
H 7.0026 1.4990 3.2443
*
```

Summary:
* HOMO-LUMO gap (spin up / spin down): 6.08 / 6.68 eV
* HOMO level (spin up / spin down): -10.3 / -10.3 eV


Density functional theory data (wB97M-V/def2-TZVPD) for an isolated molecule of C4H2BrN in a non-equilibrium geometry.

Structure (ORCA input):
```
! wB97M-V def2-TZVPD RIJCOSX def2/J DEFGRID3
* xyz 0 1
Br 3.6373 -0.0876 -0.2549
N -0.6198 -0.2902 -0.3330
C 1.8413 -1.0010 -0.0347
C -2.6142 1.2491 0.0856
C -1.6704 0.4967 0.0665
C 0.5886 -0.5416 -0.1738
H -3.3013 2.0400 0.2270
H 2.1386 -1.8655 0.4173
*
```

Summary:
* SMILES: C#CN=C=CBr
* HOMO-LUMO gap: 7.91 eV
* HOMO level: -8.8 eV
* energy relative to the best compared isomer or geometry (same formula, charge and spin): 7.1 kcal/mol


Density functional theory data (wB97M-V/def2-TZVPD) for a cluster of 7 separate species, C28H70O7 in total in a non-equilibrium geometry.

Structure (ORCA input):
```
! wB97M-V def2-TZVPD RIJCOSX def2/J DEFGRID3
* xyz 0 1
O 23.4500 110.2300 34.6070
O 17.0610 111.4460 29.7650
O 21.3250 112.8740 31.2540
O 17.3550 112.5850 34.5430
O 18.6990 106.7170 30.6070
O 18.8030 112.7720 40.0670
O 14.5160 108.0760 33.7540
C 21.4420 115.1990 31.0930
C 15.5130 108.1160 32.6450
C 17.7690 113.3800 42.1200
C 19.7310 107.0520 31.4520
C 16.1150 112.9540 35.2480
C 17.5980 113.1510 31.1570
C 18.1830 113.4100 38.9120
C 17.7770 111.7810 30.8860
C 15.8490 114.3700 34.9520
C 14.8540 108.8470 34.7670
C 18.0030 112.3530 41.1080
C 19.3600 111.3340 34.4160
C 15.9600 109.7400 28.4690
C 22.8860 112.2950 35.4300
C 14.8860 107.2690 31.6220
C 19.0060 105.7770 29.5070
C 17.7420 105.8490 28.8490
C 23.3380 108.7790 34.4680
C 19.2370 107.9780 32.5480
C 22.1250 113.9930 31.5120
C 21.4610 110.5150 30.6970
C 23.7790 108.1560 33.1220
C 22.2150 111.6560 31.3210
C 17.9000 111.3140 34.7400
C 14.0600 108.5780 36.0020
C 17.0050 110.0600 29.4750
C 22.8520 110.9150 35.5980
C 19.0220 113.3640 37.8090
H 20.3890 106.1130 31.6070
H 15.8780 108.6690 28.2440
H 18.6220 108.9290 32.0010
H 19.1890 112.1590 37.7540
H 18.2180 113.5670 32.0410
H 17.8950 113.7370 30.0130
H 17.0950 113.3380 38.6520
H 17.6100 114.4290 41.6480
H 20.6680 110.1760 31.3510
H 12.9530 108.4990 35.8240
H 18.7780 111.6170 30.7730
H 17.6730 105.4570 27.7630
H 16.5240 107.6550 33.0980
H 15.3160 114.6840 35.7190
H 21.9560 116.1420 31.3530
H 21.5270 115.2240 30.0690
H 16.5730 113.3450 31.4400
H 22.6810 111.6400 32.2770
H 23.1440 114.0630 31.0210
H 23.0600 111.9470 30.7220
H 16.9680 109.5010 30.3210
H 18.6250 107.4220 33.2900
H 14.1770 107.6200 36.3480
H 23.2970 110.8130 36.5790
H 22.2710 114.1100 32.5150
H 17.1320 112.2910 40.9370
H 15.9750 108.8060 35.1340
H 23.8360 112.5350 35.2750
H 24.7520 108.3830 32.9940
H 14.8390 109.7720 28.9590
H 18.2440 114.5580 39.2140
H 15.9500 110.3010 27.6050
H 13.9730 109.1490 36.9040
H 20.1030 113.7290 38.0660
H 19.3840 104.8450 29.6890
H 18.6440 113.5760 36.8340
H 17.4460 106.7720 28.6280
H 19.4950 111.6880 33.2840
H 20.4220 115.0530 31.2130
H 15.5080 114.8220 34.1100
H 18.7140 113.6010 42.6290
H 14.6650 109.8220 34.5320
H 23.7320 108.3940 35.3330
H 15.3460 112.3310 34.9880
H 21.9480 109.5910 30.6220
H 19.6440 106.2600 28.8500
H 17.9660 111.1020 35.7880
H 17.4880 110.4430 34.1960
H 23.2610 108.4150 32.2130
H 21.8420 110.6480 35.9390
H 17.9250 109.8600 29.3060
H 16.9350 113.0900 42.6030
H 20.1990 108.2730 33.0060
H 18.4210 111.3660 41.6390
H 22.5270 112.9050 36.2820
H 19.7070 112.1510 35.1710
H 20.5200 107.6410 30.8530
H 16.8550 105.3560 29.4280
H 22.5260 112.7290 34.5200
H 15.4490 107.6330 30.6670
H 16.7290 115.0900 35.1090
H 19.9710 110.2810 34.4210
H 22.2150 108.5920 34.5870
H 15.0180 106.1950 31.6500
H 15.6340 109.0490 32.3790
H 16.3040 112.8230 36.3030
H 23.8100 107.0550 33.2570
H 13.9110 107.6000 31.5250
H 20.8400 110.8030 29.7630
H 17.3880 111.2140 31.8310
*
```

Summary:
* SMILES: CCOCC.CCOCC.CCOCC.CCOCC.CCOCC.CCOCC.CCOCC
* HOMO-LUMO gap: 10.08 eV
* HOMO level: -9.4 eV
* energy relative to the best compared isomer or geometry (same formula, charge and spin): 275.6 kcal/mol


| no. | E (Ha) |
| --- | --- |
| 1 | -1736.69945 |
| 2 | -2697.45604 |
| 3 | -3556.94707 |
| 4 | -2782.22161 |
| 5 | -1634.86521 |